ORCA calculation (ωB97M-V/def2-TZVPD) on a molecular structure, C58H43ClN3O5P2S2V.

Geometry (Å):
V 1.04720 0.65904 0.74967
O -1.10956 -1.78005 0.32945
S -1.20202 -0.30682 0.42437
C -2.06099 -0.05135 1.98734
C -3.23780 0.63659 2.10872
C -4.00274 0.67762 3.29296
C -3.55812 -0.04875 4.35523
C -4.19454 -0.30856 5.69600
C -3.15374 -1.15943 6.46344
C -2.08408 -1.46093 5.44583
C -0.99569 -2.27884 5.52026
C -0.11474 -2.28027 4.42093
C -0.28430 -1.53025 3.27335
P 1.13510 -1.47634 2.11841
C 1.44538 -3.16778 1.48077
C 1.19404 -3.54390 0.16407
C 1.51156 -4.82310 -0.27265
C 2.07226 -5.74630 0.59585
C 2.32988 -5.38239 1.91027
C 2.03006 -4.10033 2.34300
C 2.66657 -1.24303 3.09369
C 2.78753 -0.94428 4.44829
C 4.03388 -0.66490 5.00104
C 5.16907 -0.67493 4.20892
C 5.05983 -0.96555 2.85495
C 3.82192 -1.24513 2.30383
C -1.50358 -0.77300 3.11278
C -2.33430 -0.74932 4.25045
C -2.16627 0.10343 -1.06343
C -3.31846 0.85152 -1.06864
C -4.30689 0.74451 -2.06813
C -4.13699 -0.20606 -3.03163
C -5.04824 -0.68492 -4.13266
C -4.22281 -1.75582 -4.89203
C -2.89035 -1.79203 -4.18783
C -1.76018 -2.50979 -4.43789
C -0.60388 -2.18054 -3.69673
C -0.57701 -1.27038 -2.65509
P 1.05606 -0.56054 -2.31333
C 2.30911 -1.47550 -3.21631
C 2.48095 -1.33575 -4.59323
C 3.48359 -2.03721 -5.24146
C 4.32243 -2.87581 -4.51692
C 4.16296 -3.00847 -3.14561
C 3.15957 -2.30726 -2.49062
C 1.01230 1.08312 -3.00614
C -0.07771 1.64035 -3.66717
C 0.03535 2.90120 -4.23148
C 1.22104 3.61434 -4.12080
C 2.30728 3.06469 -3.45213
C 2.20800 1.79739 -2.90768
C -1.82951 -0.69398 -2.21747
C -2.90463 -0.89057 -3.09781
H -3.64527 1.15280 1.25919
H -4.93441 1.22931 3.31119
H -5.13034 -0.85352 5.55983
H -4.44335 0.61782 6.21374
H -3.58052 -2.06982 6.88477
H -2.72158 -0.59850 7.29546
H -0.78035 -2.88642 6.39041
H 0.76888 -2.89870 4.49863
H 0.73199 -2.84545 -0.51284
H 1.31070 -5.09526 -1.30224
H 2.31499 -6.74344 0.24951
H 2.77861 -6.08980 2.59616
H 2.29159 -3.82557 3.35707
H 1.91666 -0.92253 5.08984
H 4.11020 -0.43744 6.05706
H 6.13575 -0.44910 4.64086
H 5.93741 -0.95863 2.22147
H 3.75464 -1.45146 1.24029
H -3.47900 1.56131 -0.27207
H -5.19638 1.35925 -2.00127
H -5.34646 0.13760 -4.78395
H -5.96515 -1.09931 -3.71177
H -4.09345 -1.49490 -5.94293
H -4.70459 -2.73370 -4.86592
H -1.69647 -3.24422 -5.23059
H 0.32527 -2.62812 -4.01617
H 1.83971 -0.66726 -5.15883
H 3.61757 -1.92351 -6.30938
H 5.10780 -3.41980 -5.02658
H 4.82195 -3.65399 -2.57856
H 3.03533 -2.40244 -1.41997
H -1.01704 1.10006 -3.75995
H -0.80915 3.33286 -4.75222
H 1.29833 4.60157 -4.56069
H 3.23155 3.61891 -3.35314
H 3.04992 1.37222 -2.38116
O 2.01226 2.55540 0.05308
Cl 3.08624 1.72967 0.75482
O 4.13270 1.41924 -0.19128
O 1.50713 -0.56725 -0.86036
O 3.58954 2.45524 1.89528
N -0.15335 4.90621 0.55678
C -0.72963 5.08384 -0.68534
C -0.66750 6.12852 -1.60170
C -1.44523 6.00350 -2.73527
C -2.25036 4.87361 -2.94636
C -2.27695 3.82653 -2.04733
C -1.49310 3.92902 -0.89620
N -1.35575 3.06362 0.18904
C -0.55902 3.68939 1.00909
C -0.15342 3.21390 2.33478
C -0.24815 3.91587 3.49394
S 0.45958 3.01803 4.76424
C 0.84508 1.77286 3.67827
N 0.46130 1.99334 2.44895
H 0.57550 5.45451 0.97996
H -0.05783 7.00686 -1.42733
H -1.44272 6.79869 -3.46978
H -2.85734 4.82094 -3.84198
H -2.88578 2.95247 -2.23450
H -0.70808 4.88064 3.64158
H 1.39579 0.90090 3.98337

Its expectation value of S² is 3.761. The energy comes out at -5659.5001 a.u. Its net charge is +1. The multiplicity is 4. The energy above the lowest of the compared OMol25 structures with the same formula, charge and spin comes out at 0.0 kcal per mole. Its HOMO energy (alpha / beta) is -10.3 / -10.5 eV.

Mulliken population analysis, charges in e, atoms 1 to 4:
1. V 0.776
2. O -0.689
3. S 1.518
4. C 0.565